# 1
Entry from the Open Molecules 2025 dataset: a cluster of 4 separate species, C4H18NO3 in total at a distorted geometry (ωB97M-V/def2-TZVPD).

Computed properties:
* ΔE to the lowest compared entry with this formula, charge and spin: 0.000 eV
* 2S+1: 2
* <S²>: 0.75

Cartesian coordinates (Å):
C1 -0.4602 -0.0229 -0.4775
C2 0.6818 -1.0361 -0.6652
C3 1.8852 -0.3860 0.0370
C4 0.3530 -2.3873 -0.0588
N1 -1.7338 -0.4465 -1.1846
H1 -0.7200 0.0577 0.5671
H2 -0.1776 0.9034 -0.9718
H3 0.8386 -1.0849 -1.7432
H4 1.8655 0.6887 -0.1326
H5 1.8325 -0.6473 1.0957
H6 2.8210 -0.8296 -0.2865
H7 0.1533 -2.2844 1.0055
H8 1.1543 -3.1008 -0.2156
H9 -0.4671 -2.8779 -0.5683
H10 -1.6281 -0.5307 -2.2177
H11 -2.1465 -1.2923 -0.7751
H12 -2.4884 0.2524 -1.0502
H13 0.8342 1.3240 2.4099
H14 -0.4331 2.1873 2.7589
O1 -0.1230 1.2950 2.5338
H15 -4.6601 1.3620 -1.9765
H16 -3.5175 1.9333 -2.8217
O2 -3.7744 1.1523 -2.3084
H17 3.1567 2.6276 2.6670
H18 3.7376 1.2716 2.3019
O3 3.0162 1.8715 2.0771

***

# 2
Entry from the Open Molecules 2025 dataset: an isolated molecule of C6H12O (ωB97M-V/def2-TZVPD).

Computed properties:
* ΔE to the lowest compared entry with this formula, charge and spin: 0.895 eV

Cartesian coordinates (Å):
C1 -1.2130 1.3965 -0.9244
C2 -0.9402 0.1155 -1.1848
O1 -1.9079 -0.8384 -1.2890
C3 0.4298 -0.4914 -1.2343
C4 0.7065 -1.2739 0.0707
C5 0.2969 -0.5440 1.3482
C6 1.0177 0.8063 1.4491
H1 -0.4481 2.1589 -0.9776
H2 0.2981 1.5918 1.1862
H3 -2.2180 1.7166 -0.6597
H4 -2.7645 -0.3940 -1.2302
H5 0.5212 -1.1733 -2.0878
H6 1.1724 0.3025 -1.3642
H7 0.2318 -2.2595 0.0157
H8 1.7905 -1.4187 0.1534
H9 0.5145 -1.1983 2.2014
H10 -0.7834 -0.3607 1.3824
H11 1.4702 0.9697 2.4324
H12 1.8254 0.8944 0.7125

***

# 3
Entry from the Open Molecules 2025 dataset: a structure of composition C31H56N3O2P2Zn at a distorted geometry (ωB97M-V/def2-TZVPD).

Computed properties:
* net charge: +1

Cartesian coordinates (Å):
C1 -2.4356 0.9926 -1.3891
C2 -2.7578 -1.1921 -0.5767
C3 -3.5854 0.9193 -2.1783
C4 -4.0137 -1.2435 -1.2382
C5 -4.4068 -0.2025 -2.0569
H1 -3.8203 1.7602 -2.8266
H2 -4.6010 -2.1512 -1.1192
H3 -5.3432 -0.2487 -2.6106
N1 -2.0463 -0.0148 -0.6007
P1 -0.7301 2.5304 0.2187
P2 -0.5286 -2.4698 0.5683
C6 -1.5875 2.2683 -1.4047
H4 -0.8431 2.1906 -2.2133
H5 -2.2248 3.1276 -1.6543
C7 -2.1932 -2.3433 0.0250
H6 -2.8393 -3.2234 0.0778
C8 0.2637 -3.4714 -0.8900
C9 -0.5486 -3.5780 2.1406
C10 0.8228 3.5915 -0.1505
C11 -2.0764 3.4643 1.1700
C12 1.7870 -3.2877 -0.8111
H7 2.2125 -3.7016 0.1121
H8 2.2589 -3.8100 -1.6599
H9 2.0596 -2.2264 -0.8654
C13 -0.1124 -4.9560 -0.8496
H10 0.2915 -5.4857 0.0204
H11 -1.2005 -5.0929 -0.8951
H12 0.3114 -5.4394 -1.7445
C14 -0.2643 -2.9141 -2.2172
H13 0.1890 -3.4748 -3.0485
H14 -1.3514 -3.0189 -2.2906
H15 -0.0129 -1.8574 -2.3427
C15 0.8700 -4.1125 2.4066
H16 1.6082 -3.2977 2.4332
H17 0.8752 -4.5985 3.3945
H18 1.1950 -4.8646 1.6771
C16 -0.9632 -2.7118 3.3383
H19 -0.2730 -1.8765 3.5104
H20 -1.9852 -2.3308 3.2349
H21 -0.9405 -3.3482 4.2382
C17 -1.5694 -4.7132 2.0322
H22 -1.3693 -5.4125 1.2160
H23 -1.5267 -5.2884 2.9694
H24 -2.5873 -4.3231 1.9251
C18 -1.5484 3.6767 2.6009
H25 -2.3152 4.2235 3.1708
H26 -1.3687 2.7188 3.1048
H27 -0.6224 4.2674 2.6285
C19 -3.3439 2.5864 1.2197
H28 -3.8472 2.5467 0.2453
H29 -3.1259 1.5674 1.5513
H30 -4.0393 3.0341 1.9456
C20 -2.4638 4.8035 0.5233
H31 -3.4221 5.1221 0.9599
H32 -1.7392 5.5969 0.7295
H33 -2.6128 4.7258 -0.5601
C21 1.1702 3.4902 -1.6373
H34 0.4075 3.9504 -2.2800
H35 2.1165 4.0240 -1.8197
H36 1.3148 2.4473 -1.9397
C22 1.9783 2.9898 0.6693
H37 2.1786 1.9477 0.3899
H38 2.8920 3.5731 0.4761
H39 1.7785 3.0268 1.7496
C23 0.6645 5.0710 0.2099
H40 -0.0800 5.5697 -0.4230
H41 0.4229 5.2326 1.2679
H42 1.6294 5.5688 0.0208
Zn1 -0.2331 0.1039 0.6082
C24 -1.3799 0.3723 2.4705
O1 -2.0816 0.2713 3.3898
N2 0.9035 0.1029 -1.0231
C25 1.4796 -0.1132 -2.0152
C26 2.4939 -0.1648 -3.1376
C27 2.0630 -1.2049 -4.1680
C28 2.5749 1.2030 -3.8143
C29 3.8517 -0.5309 -2.5389
H43 2.0072 -2.2032 -3.7190
H44 1.0728 -0.9549 -4.5683
H45 2.7730 -1.2437 -5.0041
H46 2.9654 1.9608 -3.1267
H47 3.2514 1.1591 -4.6757
H48 1.5898 1.5243 -4.1762
H49 4.6095 -0.5972 -3.3279
H50 4.1724 0.2334 -1.8178
H51 3.8133 -1.4951 -2.0178
C30 3.7395 0.0780 2.9477
C31 2.2538 0.0126 2.7910
N3 1.5117 0.2955 3.8729
O2 1.7210 -0.2915 1.6879
H52 4.0275 0.1235 4.0017
H53 4.1253 0.9750 2.4447
H54 4.1921 -0.8045 2.4836
H55 0.4988 0.3355 3.8114
H56 1.9721 0.5285 4.7433

***

# 4
Entry from the Open Molecules 2025 dataset: a structure of composition C28H34Cl5N5O5SiV (ωB97M-V/def2-TZVPD).

Computed properties:
* 2S+1: 4
* <S²>: 3.76

Cartesian coordinates (Å):
V1 -0.4945 -0.4679 -0.4197
C1 1.6220 -4.6923 -2.9002
N1 1.2793 -4.0829 -1.6246
C2 2.0587 -4.5012 -0.4615
C3 0.5858 -2.9395 -1.5375
O1 0.4474 -2.3456 -0.4684
C4 -0.0679 -2.4056 -2.8085
O2 -0.4303 -1.0419 -2.6459
C5 -1.7371 -0.7242 -3.1086
C6 -2.7521 -1.2157 -2.0818
O3 -2.3344 -1.5133 -0.9565
N2 -4.0374 -1.3730 -2.4197
C7 -4.5914 -0.9122 -3.6826
C8 -5.0174 -1.6908 -1.3886
H1 1.8782 -5.7344 -2.7244
H2 2.4793 -4.1999 -3.3680
H3 0.7768 -4.6762 -3.5856
H4 2.1607 -5.5847 -0.4777
H5 1.5463 -4.1964 0.4429
H6 3.0482 -4.0378 -0.4771
H7 -0.9458 -3.0272 -3.0074
H8 0.6094 -2.4829 -3.6587
H9 -1.8921 -1.1453 -4.1020
H10 -1.7925 0.3619 -3.1335
H11 -3.8270 -0.8404 -4.4503
H12 -5.0583 0.0685 -3.5634
H13 -5.3471 -1.6205 -4.0207
H14 -4.5229 -1.7353 -0.4257
H15 -5.4915 -2.6503 -1.6019
H16 -5.7844 -0.9152 -1.3665
Cl1 6.9286 2.2133 0.0533
C9 5.2669 1.7662 -0.0673
C10 4.8798 0.6394 -0.7839
Cl2 6.0816 -0.3049 -1.5883
C11 3.5458 0.2655 -0.8509
Cl3 3.0961 -1.1053 -1.8157
C12 2.5063 0.9690 -0.1762
O4 1.2853 0.6101 -0.1504
C13 2.9495 2.1459 0.4991
Cl4 1.7317 3.1214 1.2413
C14 4.2763 2.5289 0.5520
Cl5 4.7243 3.9661 1.3981
C15 -3.4076 3.0674 -1.9831
Si1 -1.8291 2.7486 -0.9858
C16 -2.0827 3.5136 0.7211
C17 -0.4167 3.6540 -1.8430
O5 -1.5773 1.1712 -0.9100
H17 -3.6518 4.1328 -2.0563
H18 -4.2619 2.5591 -1.5220
H19 -3.3011 2.6875 -3.0066
H20 -2.5131 4.5184 0.6533
H21 -1.1366 3.5932 1.2645
H22 -2.7612 2.8951 1.3179
H23 -0.4299 4.7320 -1.6509
H24 -0.4523 3.5089 -2.9281
H25 0.5386 3.2593 -1.4839
C18 -2.0765 -1.4964 3.4828
C19 -1.6809 -1.5084 2.1616
N3 -0.9743 -0.5098 1.6168
C20 -0.6047 0.5041 2.3912
C21 -0.9034 0.5701 3.7496
C22 -1.6790 -0.4387 4.2927
C23 -0.3372 1.6777 4.5502
C24 0.9570 2.0017 4.6555
C25 2.1395 1.2983 4.1098
C26 3.3749 1.9386 4.1064
C27 4.4502 1.2501 3.5724
N4 4.3381 0.0205 3.0776
C28 3.1173 -0.5025 3.1268
N5 2.0224 0.0592 3.6185
H26 -2.6653 -2.3137 3.8758
H27 -1.9405 -2.3196 1.4932
H28 -0.0211 1.2780 1.9122
H29 -1.9440 -0.4179 5.3437
H30 -1.0518 2.3193 5.0575
H31 1.1977 2.9060 5.2042
H32 3.4867 2.9471 4.4809
H33 5.4351 1.7035 3.5302
H34 3.0021 -1.5016 2.7163

***

# 5
Entry from the Open Molecules 2025 dataset: a cluster of 2 separate species, C6H14Br2NOP in total at a distorted geometry (ωB97M-V/def2-TZVPD).

Computed properties:
* ΔE to the lowest compared entry with this formula, charge and spin: 1.168 eV

Cartesian coordinates (Å):
C1 0.3307 1.0970 -1.9451
C2 2.1435 1.3201 -0.2484
C3 -0.9454 -0.6703 2.2147
C4 -2.2227 -0.3663 0.0385
C5 0.7185 1.2545 -0.4401
C6 -1.1584 0.1821 0.9674
N1 0.1740 0.3780 0.4936
O1 -0.3588 -2.6235 -0.4404
P1 0.8931 -1.8968 -0.3064
Br1 2.2169 -2.9050 1.2152
Br2 1.9581 -2.3019 -2.1923
H1 0.4054 2.0446 -2.4219
H2 0.6944 0.2550 -2.4805
H3 -0.7479 0.8727 -2.0062
H4 2.6615 0.3417 -0.4469
H5 2.3276 1.5876 0.8105
H6 2.4756 2.0962 -0.9891
H7 -1.8852 -0.5379 2.9113
H8 -0.7731 -1.7665 2.0067
H9 -0.0034 -0.4396 2.6613
H10 -1.9374 -0.1169 -0.9703
H11 -3.1312 0.2071 0.1345
H12 -2.5684 -1.3752 0.3929
H13 0.1655 2.1991 -0.2232
H14 -1.4329 1.1641 1.2643

***

# 6
Entry from the Open Molecules 2025 dataset: a cluster of 7 separate species, H15O7 in total at a distorted geometry (ωB97M-V/def2-TZVPD).

Computed properties:
* ΔE to the lowest compared entry with this formula, charge and spin: 3.820 eV
* net charge: +1

Cartesian coordinates (Å):
O1 -12.0512 -60.3822 -32.0382
H1 -11.2534 -59.6901 -32.1190
H2 -11.6677 -61.2237 -31.7115
H3 -12.5012 -60.3239 -32.8825
O2 -10.2932 -62.2463 -31.8140
H4 -10.0665 -62.6132 -30.8568
H5 -10.5399 -62.7516 -32.5415
O3 -13.4833 -60.8674 -34.5388
H6 -14.2407 -60.6115 -34.2174
H7 -13.3064 -60.2590 -35.3847
O4 -11.7463 -63.1183 -33.8413
H8 -11.1640 -62.7891 -34.4276
H9 -12.6045 -62.7442 -34.0695
O5 -13.4462 -63.6317 -30.9541
H10 -13.9786 -64.2210 -30.5206
H11 -12.7358 -63.8825 -31.6721
O6 -9.7154 -59.1332 -31.8750
H12 -8.9908 -59.5586 -32.1233
H13 -9.2205 -58.7610 -31.1027
O7 -11.7218 -58.0069 -33.4211
H14 -10.8034 -58.3892 -33.2150
H15 -11.8332 -57.7628 -34.3529

***

Electronic energy? In order: -443.55123; -311.02638; -3991.44163; -5271.98660; -5856.32159; -535.34650 Eh.